C4H16N2O2 | wB97M-V/def2-TZVPD

Atoms and positions in Å:
1 C 0.109 0.153 0.777
2 C 0.873 -1.096 0.201
3 C -0.002 -1.623 -0.886
4 C -1.061 -2.408 -0.752
5 N 0.621 -1.268 -2.192
6 N 0.989 0.881 1.835
7 H -0.342 0.818 -0.032
8 H -0.748 -0.201 1.329
9 H 1.991 -0.808 0.030
10 H 0.941 -1.952 1.085
11 H -1.738 -2.637 -1.530
12 H -1.216 -2.845 0.221
13 H 1.248 -2.008 -2.539
14 H 1.138 -0.450 -2.094
15 H -0.080 -1.204 -2.954
16 H 0.371 1.713 2.063
17 H 1.100 0.235 2.599
18 H 1.889 1.211 1.288
19 H -1.054 3.073 3.205
20 H -1.671 3.140 1.689
21 O -1.063 2.653 2.330
22 H -1.440 1.108 -1.846
23 H -0.355 2.230 -1.969
24 O -0.500 1.286 -1.857

## Properties
Frontier orbital gap (spin up / spin down) = 0.3149 / 0.1489 Eh
Net charge = +3
2S+1 = 2
Energy above the lowest of the compared OMol25 structures with the same formula, charge and spin = 1.092 eV
Calculated total energy = -420.683232 hartree
⟨S²⟩ = 0.7535
HOMO energy (spin up / spin down) = -21.987 / -21.978 eV

***

C26H25N3O5S | wB97M-V/def2-TZVPD

Atoms and positions in Å:
1 C 4.522 2.681 -3.558
2 O 4.120 3.416 -2.426
3 C 4.137 2.800 -1.214
4 C 3.767 3.585 -0.119
5 C 3.753 3.038 1.146
6 C 4.081 1.707 1.348
7 C 4.444 0.924 0.261
8 N 4.755 -0.428 0.410
9 S 4.162 -1.520 -0.717
10 O 4.931 -1.452 -1.922
11 O 4.075 -2.771 -0.031
12 C 2.525 -0.869 -1.061
13 C 2.176 -0.553 -2.368
14 C 0.946 0.003 -2.632
15 C 0.055 0.256 -1.581
16 N -1.173 0.808 -1.819
17 C -2.050 1.021 -0.819
18 C -1.784 0.752 0.487
19 C -2.930 0.939 1.435
20 O -4.018 1.308 1.024
21 N -2.664 0.668 2.727
22 C -3.732 0.314 3.629
23 C -3.885 -1.221 3.698
24 C -3.895 -1.767 2.298
25 C -2.718 -2.215 1.713
26 C -2.681 -2.572 0.377
27 C -3.822 -2.496 -0.408
28 C -3.790 -2.869 -1.860
29 C -5.007 -2.078 0.187
30 C -5.043 -1.715 1.519
31 C -0.497 0.198 0.872
32 O -0.154 -0.055 2.024
33 C 0.411 -0.063 -0.259
34 C 1.662 -0.638 -0.020
35 C 4.483 1.470 -1.019
36 H 5.552 2.326 -3.462
37 H 4.454 3.374 -4.396
38 H 3.861 1.826 -3.736
39 H 3.503 4.616 -0.289
40 H 3.473 3.650 1.989
41 H 4.057 1.280 2.339
42 H 4.689 -0.787 1.350
43 H 2.888 -0.759 -3.152
44 H 0.658 0.251 -3.643
45 H -1.427 1.035 -2.771
46 H -3.021 1.420 -1.079
47 H -1.735 0.308 2.933
48 H -4.645 0.763 3.232
49 H -3.526 0.722 4.621
50 H -4.811 -1.462 4.222
51 H -3.046 -1.642 4.255
52 H -1.813 -2.271 2.301
53 H -1.748 -2.902 -0.061
54 H -4.247 -3.848 -2.006
55 H -4.352 -2.149 -2.454
56 H -2.768 -2.912 -2.228
57 H -5.907 -2.019 -0.408
58 H -5.968 -1.368 1.955
59 H 1.924 -0.893 0.995
60 H 4.795 0.834 -1.829

## Properties
Frontier orbital gap = 0.3046 Eh
2S+1 = 1
Energy above the lowest of the compared OMol25 structures with the same formula, charge and spin = 2.046 eV
Calculated total energy = -1944.477347 hartree
SMILES = COc1cccc(NS(=O)(=O)c2ccc3[nH]cc(C(=O)NCCc4ccc(C)cc4)c(=O)c3c2)c1
HOMO energy = -8.600 eV

***

C30H60O18S | wB97M-V/def2-TZVPD

Atoms and positions in Å:
1 S 0.491 0.803 -0.034
2 O 0.068 -0.537 0.508
3 O -0.743 1.411 -0.485
4 O 1.032 1.618 0.995
5 O 1.405 0.642 -1.087
6 O -3.806 4.145 2.368
7 C -2.750 3.713 2.829
8 O -2.576 2.887 3.956
9 C -3.779 2.360 4.452
10 C -4.332 3.198 5.639
11 C -1.375 3.911 2.074
12 H -3.530 1.321 4.890
13 H -4.743 2.118 3.749
14 H -4.242 4.391 5.343
15 H -3.724 3.137 6.432
16 H -5.392 3.010 5.784
17 H -1.024 4.930 2.290
18 H -1.543 4.110 0.968
19 H -0.815 3.091 2.321
20 O 2.875 -4.928 -0.945
21 C 2.128 -4.057 -1.581
22 O 1.169 -4.333 -2.416
23 C 0.996 -5.816 -2.657
24 C -0.111 -5.819 -3.759
25 C 2.436 -2.517 -1.288
26 H 0.756 -6.263 -1.593
27 H 1.928 -6.278 -3.124
28 H -0.438 -6.814 -3.782
29 H 0.298 -5.639 -4.868
30 H -1.119 -5.313 -3.619
31 H 1.634 -2.406 -0.803
32 H 2.658 -1.916 -2.161
33 H 3.321 -2.407 -0.702
34 O -4.346 -0.972 3.311
35 C -3.961 -0.998 2.108
36 O -4.718 -1.535 1.076
37 C -5.903 -2.451 1.383
38 C -7.063 -1.545 1.340
39 C -2.584 -0.490 1.680
40 H -5.661 -2.875 2.543
41 H -5.827 -3.314 0.742
42 H -8.026 -2.150 1.604
43 H -7.171 -1.127 0.333
44 H -6.854 -0.624 1.858
45 H -2.788 -0.010 0.827
46 H -1.843 -1.326 1.316
47 H -2.006 -0.106 2.554
48 O 1.115 6.387 -2.122
49 C 1.586 5.248 -2.140
50 O 2.700 4.881 -2.936
51 C 3.383 5.889 -3.662
52 C 4.220 5.220 -4.739
53 C 1.000 4.148 -1.197
54 H 4.098 6.207 -2.701
55 H 2.778 6.658 -4.122
56 H 5.086 4.420 -4.458
57 H 4.828 6.102 -5.096
58 H 3.468 4.460 -5.263
59 H -0.162 4.231 -1.291
60 H 1.226 4.060 -0.182
61 H 1.553 3.252 -1.631
62 O 2.800 2.209 -6.108
63 C 3.448 1.420 -5.320
64 O 4.436 0.864 -5.611
65 C 5.084 1.001 -7.013
66 C 6.326 -0.119 -7.118
67 C 2.991 1.268 -3.895
68 H 5.511 1.986 -7.193
69 H 4.431 0.462 -7.794
70 H 6.812 0.036 -8.148
71 H 5.698 -0.988 -7.239
72 H 7.092 0.209 -6.303
73 H 2.174 1.916 -3.575
74 H 3.811 1.265 -3.302
75 H 2.608 0.296 -3.747
76 O -0.137 0.004 6.395
77 C 0.452 0.115 5.356
78 O 1.636 -0.508 5.017
79 C 2.291 -1.095 6.084
80 C 3.145 -2.301 5.510
81 C -0.077 0.929 4.253
82 H 1.757 -1.656 6.441
83 H 3.147 -0.452 6.785
84 H 2.500 -3.077 5.214
85 H 3.754 -2.774 6.372
86 H 3.672 -1.976 4.533
87 H 0.472 0.640 3.282
88 H 0.139 2.123 4.499
89 H -1.109 0.859 4.164
90 C 0.669 -3.148 2.663
91 C -0.528 -4.025 3.166
92 O -0.762 -5.282 2.830
93 C -1.556 -3.365 4.105
94 H 1.405 -3.783 2.193
95 H 1.267 -2.472 3.394
96 H 0.369 -2.604 1.659
97 H -1.835 -4.039 4.735
98 H -2.303 -2.705 3.571
99 H -1.195 -2.797 4.917
100 C -3.637 -0.056 -2.227
101 C -2.802 -0.978 -3.124
102 O -3.194 -1.695 -4.064
103 C -1.335 -1.029 -2.642
104 H -3.730 1.039 -2.899
105 H -3.266 0.470 -1.401
106 H -4.655 -0.442 -2.054
107 H -1.493 -1.268 -1.564
108 H -0.892 -0.178 -2.464
109 H -0.690 -1.663 -3.184

## Properties
Frontier orbital gap = 0.1888 Eh
Net charge = -2
2S+1 = 1
Energy above the lowest of the compared OMol25 structures with the same formula, charge and spin = 2.632 eV
Calculated total energy = -2931.163520 hartree
HOMO energy = -1.597 eV

***

C21H47AuO2P3 | wB97M-V/def2-TZVPD

Atoms and positions in Å:
1 Au 2.276 -0.107 -0.255
2 P 2.755 -1.233 1.781
3 P 2.590 2.129 -0.025
4 P -1.809 -2.342 -0.755
5 H 2.083 1.601 -3.437
6 C 1.097 1.720 -3.913
7 C 0.076 2.525 -3.560
8 H 0.074 3.317 -2.812
9 C 4.214 -2.331 1.841
10 C 3.129 -0.077 3.157
11 C 1.512 -2.316 2.589
12 C 1.559 2.865 -1.266
13 C 1.903 2.773 1.498
14 C 4.284 2.646 -0.272
15 C -2.714 -3.650 -1.582
16 C -1.904 -2.289 1.045
17 C -0.058 -2.575 -1.104
18 H 0.990 1.150 -4.856
19 H -0.839 2.560 -4.150
20 H 4.510 -2.528 2.884
21 H 5.053 -1.855 1.317
22 H 3.958 -3.282 1.350
23 H 3.497 -0.662 4.014
24 H 2.223 0.463 3.463
25 H 3.911 0.634 2.857
26 H 1.613 -3.336 2.199
27 H 0.502 -1.943 2.383
28 H 1.666 -2.333 3.679
29 H 1.037 3.777 -0.955
30 H 0.810 2.099 -1.517
31 H 2.205 3.071 -2.115
32 H 2.695 2.792 2.254
33 H 1.054 2.167 1.853
34 H 1.562 3.793 1.281
35 H 4.371 3.707 -0.034
36 H 4.583 2.470 -1.312
37 H 4.927 2.061 0.394
38 H -2.822 -4.509 -0.912
39 H -2.172 -3.949 -2.484
40 H -3.692 -3.251 -1.883
41 H -2.896 -2.596 1.364
42 H -1.683 -1.284 1.418
43 H -1.157 -2.983 1.452
44 H 0.130 -3.638 -1.177
45 H 0.571 -2.189 -0.294
46 H 0.262 -2.068 -2.014
47 C -2.230 0.093 -3.035
48 C -0.886 -0.337 -3.365
49 C -0.686 -1.213 -4.401
50 C -1.760 -1.737 -5.132
51 C -3.080 -1.350 -4.850
52 C -3.311 -0.379 -3.898
53 O -2.431 0.720 -1.942
54 H -2.533 -1.177 -1.157
55 H -0.049 0.100 -2.818
56 H 0.333 -1.523 -4.650
57 H -1.508 -2.405 -5.952
58 H -3.925 -1.787 -5.394
59 H -4.311 0.021 -3.712
60 C -1.723 1.027 5.102
61 C -1.662 0.278 3.780
62 O -1.085 1.013 2.678
63 C -1.840 2.160 2.237
64 C -3.018 1.818 1.330
65 H -0.748 1.457 5.351
66 H -2.004 0.336 5.901
67 H -2.470 1.825 5.077
68 H -1.048 -0.629 3.894
69 H -2.677 -0.040 3.483
70 H -2.178 2.731 3.120
71 H -1.108 2.769 1.691
72 H -3.630 1.003 1.741
73 H -3.672 2.693 1.222
74 H -2.695 1.537 0.315

## Properties
Frontier orbital gap (spin up / spin down) = 0.2204 / 0.1638 Eh
Net charge = +3
2S+1 = 3
Energy above the lowest of the compared OMol25 structures with the same formula, charge and spin = 0.209 eV
Calculated total energy = -2137.463407 hartree
⟨S²⟩ = 2.0473
HOMO energy (spin up / spin down) = -16.302 / -17.011 eV

***

C18H52ClO12 | wB97M-V/def2-TZVPD

Atoms and positions in Å:
1 Cl -7.584 4.658 28.005
2 O -6.526 4.354 27.130
3 O -8.738 3.860 27.775
4 O -7.066 4.356 29.274
5 O -7.922 6.051 27.916
6 C -9.474 9.050 29.091
7 C -10.804 9.838 28.782
8 C -12.082 9.042 28.477
9 O -11.055 10.827 29.703
10 H -8.691 9.795 28.952
11 H -9.228 8.286 28.354
12 H -9.359 8.631 30.091
13 H -10.613 10.386 27.859
14 H -12.811 9.743 28.070
15 H -12.414 8.583 29.408
16 H -11.829 8.272 27.748
17 H -11.740 11.402 29.353
18 C -7.356 9.101 24.707
19 C -6.139 8.663 25.526
20 C -6.109 9.169 26.973
21 O -6.003 7.294 25.603
22 H -8.335 8.856 25.120
23 H -7.208 8.631 23.735
24 H -7.244 10.177 24.579
25 H -5.212 9.060 25.114
26 H -6.380 10.223 27.040
27 H -5.072 9.121 27.307
28 H -6.823 8.666 27.625
29 H -6.560 6.949 26.305
30 C -5.373 -0.093 28.305
31 C -6.658 0.370 27.670
32 C -7.508 -0.718 26.987
33 O -7.445 0.873 28.619
34 H -5.519 -1.091 28.717
35 H -4.985 0.531 29.111
36 H -4.631 -0.170 27.510
37 H -6.572 1.192 26.959
38 H -6.947 -1.209 26.193
39 H -8.403 -0.307 26.519
40 H -7.818 -1.580 27.577
41 H -7.738 1.726 28.290
42 C -10.360 1.901 24.737
43 C -11.583 2.695 25.321
44 C -12.847 1.780 25.383
45 O -11.484 3.209 26.637
46 H -10.194 0.986 25.306
47 H -9.437 2.477 24.803
48 H -10.649 1.734 23.699
49 H -11.851 3.524 24.666
50 H -12.690 0.836 25.906
51 H -13.053 1.473 24.358
52 H -13.709 2.276 25.829
53 H -10.791 3.872 26.674
54 C -11.505 5.700 29.177
55 C -11.040 5.098 30.523
56 C -11.013 6.146 31.636
57 O -12.040 4.046 30.718
58 H -11.581 4.961 28.379
59 H -10.700 6.359 28.851
60 H -12.494 6.159 29.156
61 H -10.070 4.608 30.435
62 H -10.459 5.803 32.509
63 H -12.022 6.432 31.932
64 H -10.574 7.069 31.257
65 H -12.912 4.443 30.773
66 C -2.898 5.023 26.425
67 O -2.866 6.440 26.250
68 H -2.202 4.740 27.215
69 H -3.862 4.643 26.765
70 H -2.575 4.499 25.525
71 H -3.779 6.685 26.418
72 C -3.605 5.016 30.018
73 O -3.793 3.625 29.766
74 H -3.421 5.448 29.035
75 H -4.495 5.429 30.493
76 H -2.708 5.202 30.609
77 H -4.703 3.539 29.474
78 C -8.228 5.188 24.139
79 O -6.855 4.764 24.177
80 H -8.855 4.451 23.639
81 H -8.640 5.248 25.147
82 H -8.314 6.241 23.869
83 H -6.501 4.963 25.046

## Properties
Frontier orbital gap (spin up / spin down) = 0.3406 / 0.1020 Eh
2S+1 = 2
Calculated total energy = -2079.544132 hartree
⟨S²⟩ = 0.7541
HOMO energy (spin up / spin down) = -9.533 / -9.533 eV

***

C21H23F3N3PdS | wB97M-V/def2-TZVPD

Atoms and positions in Å:
1 Pd 0.309 0.197 0.382
2 F 3.604 -1.584 4.245
3 C 4.203 -1.864 3.072
4 F 3.798 -3.091 2.708
5 F 5.527 -1.964 3.339
6 C 3.925 -0.824 2.028
7 C 4.953 -0.051 1.522
8 C 4.699 0.925 0.567
9 C 3.394 1.085 0.137
10 N 2.409 0.335 0.612
11 C 2.618 -0.611 1.555
12 S 1.143 -1.392 1.998
13 H 5.959 -0.209 1.883
14 H 5.492 1.541 0.169
15 H 3.102 1.829 -0.598
16 C 0.509 3.273 1.314
17 C 0.418 3.106 -0.169
18 C 0.511 4.074 -1.152
19 C 0.331 3.413 -2.393
20 C 0.164 2.070 -2.105
21 C -0.021 0.920 -3.041
22 N 0.212 1.886 -0.755
23 H 0.628 4.330 1.557
24 H 1.360 2.731 1.738
25 H -0.383 2.904 1.828
26 H 0.661 5.131 -0.983
27 H 0.322 3.855 -3.379
28 H -0.773 1.139 -3.802
29 H -0.350 0.046 -2.482
30 H 0.906 0.654 -3.558
31 C -1.268 -2.426 -1.994
32 N -1.854 -3.232 -0.943
33 C -3.205 -3.616 -1.290
34 C -1.724 -2.596 0.376
35 C -2.384 -1.237 0.536
36 C -3.761 -1.234 0.775
37 C -4.490 -0.061 0.867
38 C -3.825 1.146 0.711
39 C -2.454 1.157 0.500
40 C -1.688 -0.016 0.433
41 H -1.215 -3.010 -2.917
42 H -0.258 -2.126 -1.708
43 H -1.846 -1.512 -2.198
44 H -3.183 -4.215 -2.204
45 H -3.877 -2.760 -1.464
46 H -3.633 -4.228 -0.492
47 H -0.658 -2.519 0.576
48 H -2.151 -3.291 1.106
49 H -4.270 -2.186 0.899
50 H -5.557 -0.089 1.055
51 H -4.368 2.084 0.764
52 H -1.962 2.114 0.377

## Properties
Frontier orbital gap = 0.2558 Eh
Net charge = -1
2S+1 = 1
Energy above the lowest of the compared OMol25 structures with the same formula, charge and spin = 0.000 eV
Calculated total energy = -1804.063231 hartree
HOMO energy = -4.079 eV

***

What did we get for max |F|? Answer: 0.132, 0.018, 0.325, 0.062, 0.063, 0.003 Eh/bohr, in the order shown.